A molecular structure, C24H29F6I3OSbSiTi, computed with ωB97M-V/def2-TZVPD.

XYZ file:
```
66
Properties=species:S:1:pos:R:3:nbo_charge:R:1
Ti -0.86851 0.01749 -2.14426 1.693
C -2.71929 1.45024 3.07951 -0.642
C -2.98973 1.11130 1.64006 0.022
C -3.30689 2.09833 0.70560 -0.225
C -3.58692 1.77152 -0.60928 -0.169
C -3.55517 0.44068 -1.02951 -0.332
C -3.23322 -0.54906 -0.09969 -0.158
C -2.94824 -0.21073 1.21678 -0.235
H -1.77478 1.01283 3.40961 0.227
H -3.50447 1.04424 3.72013 0.229
H -2.68053 2.52766 3.23614 0.217
H -3.34204 3.13530 1.01905 0.217
H -3.85211 2.54532 -1.31797 0.235
H -3.87295 0.18832 -2.03514 0.256
H -3.25668 -1.58936 -0.38756 0.230
H -2.70551 -0.98865 1.93003 0.222
I -1.19859 2.40016 -3.22166 -0.150
I -4.22818 2.18168 -4.53538 -0.146
I 2.30562 0.81615 -3.76850 0.188
C 0.62801 -0.42758 -3.50221 -1.010
H 1.01061 -1.39499 -3.17554 0.240
H 0.14840 -0.53134 -4.47254 0.246
C 0.15432 2.72779 1.23144 -0.600
C 1.51928 2.13735 0.85382 -0.532
C 2.51590 2.41900 1.98880 -0.600
C 2.00489 2.83825 -0.42474 -0.605
Si 1.28640 0.30447 0.48087 2.024
O 0.10502 0.22843 -0.74511 -1.148
C 0.55484 -0.74587 1.84550 -0.533
C -0.11434 -1.92406 1.49480 -0.195
C -0.61271 -2.78670 2.45842 -0.157
C -0.46097 -2.48345 3.80461 -0.217
C 0.19595 -1.32071 4.17676 -0.217
C 0.70242 -0.46640 3.20563 -0.185
C 2.76104 -0.55807 -0.27408 -0.562
C 4.05595 -0.03935 -0.29687 -0.174
C 5.09163 -0.71987 -0.92150 -0.212
C 4.85032 -1.93607 -1.54118 -0.193
C 3.57316 -2.47892 -1.51974 -0.219
C 2.54601 -1.79796 -0.88634 -0.123
H 0.26417 3.79713 1.43992 0.210
H -0.26418 2.25406 2.12191 0.208
H -0.56680 2.62011 0.41899 0.222
H 2.72833 3.49230 2.01402 0.213
H 3.46835 1.90053 1.86921 0.209
H 2.11437 2.15322 2.96627 0.205
H 2.06207 3.91599 -0.24145 0.210
H 1.31951 2.68246 -1.26018 0.222
H 2.99132 2.49830 -0.74160 0.215
H -0.26950 -2.17125 0.45073 0.208
H -1.12488 -3.69252 2.15901 0.210
H -0.85238 -3.15262 4.56007 0.217
H 0.31889 -1.07821 5.22465 0.217
H 1.21816 0.42896 3.52556 0.208
H 4.27047 0.91685 0.16243 0.206
H 6.08677 -0.29403 -0.93138 0.216
H 5.65490 -2.46111 -2.03955 0.217
H 3.37782 -3.43090 -1.99682 0.217
H 1.55691 -2.24446 -0.87812 0.196
F -1.14180 -2.04558 -1.91755 -0.680
Sb -2.28487 -2.77106 -3.42120 3.196
F -3.77182 -2.51200 -2.32373 -0.648
F -2.24122 -0.81797 -3.64745 -0.669
F -3.34685 -3.06281 -4.91226 -0.642
F -0.70936 -2.87380 -4.41424 -0.642
F -2.05636 -4.49895 -2.77594 -0.646
```

Values from the calculation:
* highest occupied orbital energy (spin up / spin down): -8.687 / -9.033 eV
* LUMO level (spin up / spin down): -1.46 / -2.44 eV
* orbital gap (spin up / spin down): 0.265 / 0.242 hartree
* total charge: 0
* <S²>: 0.75
* 2S+1: 2

=====

7 unconnected molecules or ions with the total composition C24H29F6O20, computed with ωB97M-V/def2-TZVPD.

XYZ file:
```
79
Properties=species:S:1:pos:R:3:lowdin_charge:R:1
C 1.57222 -0.38968 3.61752 -0.265
C 0.40081 -1.18367 2.84170 -0.333
C 0.68135 -1.32047 1.23926 -0.207
O 2.05940 -1.04295 0.89068 -0.077
C 2.19014 -0.65438 -0.44137 -0.406
O 2.60757 -1.52105 -1.25630 0.006
C 1.91505 0.79344 -1.00921 -0.134
C 3.06858 1.81001 -0.48956 -0.092
H 1.56331 0.68172 3.19627 -0.070
H 2.58345 -0.87060 3.39232 -0.066
H -0.54377 -0.56689 3.00150 0.038
H 0.24039 -2.22908 3.29185 0.074
H 0.43098 -2.41775 0.98997 0.106
H -0.08229 -0.66890 0.70701 0.108
H 2.01352 0.80345 -2.14903 0.116
H 0.90276 1.21857 -0.72835 0.110
H 2.77729 2.82862 -0.89394 0.076
H 4.09775 1.46347 -0.84342 0.061
H 3.10086 1.77576 0.64600 0.084
C -4.70397 -1.91574 3.54209 -0.080
C -3.87279 -1.68647 4.76450 -0.314
O -2.68005 -1.13844 4.24071 0.140
C -3.04437 -0.48968 3.10243 -0.517
O -2.36018 0.30965 2.53592 0.131
O -4.28777 -0.85747 2.68856 0.080
F -3.57717 -2.85726 5.38095 0.078
H -4.49171 -2.87028 3.06381 0.109
H -5.77322 -1.85678 3.74806 0.145
H -4.31233 -0.99073 5.48552 0.172
C -2.63386 -5.42058 0.42285 -0.056
C -3.37393 -5.28559 -0.87091 -0.317
O -4.65091 -4.83026 -0.46364 0.144
C -4.43944 -4.13123 0.68483 -0.519
O -5.23112 -3.37979 1.17092 0.160
O -3.21096 -4.38532 1.20984 0.079
F -3.51698 -6.48754 -1.47977 0.077
H -2.80661 -6.38494 0.90797 0.149
H -1.55973 -5.27377 0.30662 0.146
H -2.93364 -4.56812 -1.56865 0.179
C 6.04410 -0.74471 -2.27794 -0.066
C 6.90541 -0.52434 -1.07470 -0.318
O 8.08643 0.03043 -1.62375 0.137
C 7.69255 0.68965 -2.74907 -0.540
O 8.36082 1.49459 -3.32351 0.164
O 6.43938 0.32214 -3.13411 0.072
F 7.21723 -1.69839 -0.47557 0.080
H 6.24600 -1.69956 -2.77134 0.145
H 4.97918 -0.68853 -2.04453 0.120
H 6.48293 0.16513 -0.33844 0.175
C -3.43711 2.94502 1.85656 -0.068
C -2.51929 4.08175 1.53484 -0.312
O -3.22104 4.78307 0.52242 0.119
C -4.54134 4.55684 0.77107 -0.544
O -5.43093 5.19777 0.29448 0.154
O -4.72216 3.52086 1.63073 0.081
F -1.35102 3.63498 1.02003 0.086
H -3.29980 2.09086 1.19079 0.140
H -3.33448 2.60534 2.88613 0.139
H -2.31981 4.75232 2.37539 0.178
C -3.06425 8.08918 -1.23444 -0.061
C -2.84102 7.88296 -2.69932 -0.319
O -1.79066 8.78328 -2.99317 0.135
C -1.06965 8.89334 -1.84128 -0.538
O 0.03037 9.34952 -1.78028 0.171
O -1.75835 8.41140 -0.77006 0.078
F -3.93383 8.24433 -3.41632 0.073
H -3.73961 8.92299 -1.02439 0.149
H -3.44724 7.19462 -0.74174 0.127
H -2.54111 6.86694 -2.97035 0.178
C 3.01561 -4.36847 -2.50222 -0.072
C 4.07600 -5.12491 -3.23799 -0.324
O 3.57091 -6.44626 -3.26085 0.134
C 2.21385 -6.31926 -3.24288 -0.542
O 1.45451 -7.19799 -3.52080 0.160
O 1.83123 -5.06650 -2.87687 0.076
F 5.24559 -5.12060 -2.55192 0.073
H 3.13820 -4.41753 -1.41747 0.152
H 2.96612 -3.32165 -2.80091 0.122
H 4.24769 -4.77985 -4.26174 0.173
```

Values from the calculation:
* highest occupied orbital energy: -1.591 eV
* LUMO level: 1.98 eV
* orbital gap: 0.131 hartree
* total charge: -1
* 2S+1: 1

=====

C24H29FN6O4 in the gas phase, computed with ωB97M-V/def2-TZVPD.

XYZ file:
```
64
Properties=species:S:1:pos:R:3:nbo_charge:R:1
C 2.00342 7.81747 2.28385 -0.654
C 1.94738 6.41496 2.77015 0.314
C 1.92512 5.89704 4.03695 -0.328
C 1.86945 4.49629 3.89534 -0.235
C 1.86146 4.25617 2.54388 0.189
C 1.81337 3.01210 1.84318 0.236
N 1.77087 1.81274 2.46867 -0.247
N 1.73726 0.92107 1.54610 -0.061
N 1.76121 1.54689 0.39284 0.009
C 1.69576 0.88415 -0.87499 -0.312
C 0.58548 -0.17747 -0.81707 0.694
O -0.53558 0.12478 -1.19178 -0.640
N 0.90281 -1.38311 -0.32285 -0.418
C 2.23532 -1.78406 0.09158 -0.228
C 3.03782 -2.41610 -1.06284 -0.456
C 3.32585 -3.90220 -0.79915 -0.051
O 2.17540 -4.63007 -0.47916 -0.753
C -0.13840 -2.41314 -0.27652 -0.180
C -0.45292 -2.85899 -1.72455 0.695
O 0.15933 -3.79206 -2.22505 -0.679
N -1.38854 -2.15327 -2.35361 -0.606
C -1.75145 -2.35387 -3.73984 -0.064
C -1.29019 -1.16032 -4.60586 -0.419
C -2.54392 -0.65376 -5.32176 -0.401
C -3.67253 -1.00951 -4.35945 -0.404
C -3.28162 -2.40813 -3.89042 -0.409
C -1.33502 -1.99031 0.54389 0.038
C -2.56912 -2.60046 0.34645 -0.211
C -3.66301 -2.25028 1.11644 -0.284
C -3.50670 -1.28569 2.09442 0.399
F -4.57216 -0.93391 2.84393 -0.325
C -2.28502 -0.68467 2.33253 -0.276
C -1.19908 -1.04842 1.55788 -0.203
N 1.80631 2.85346 0.52065 -0.239
O 1.90936 5.42332 1.86275 -0.380
H 2.03394 8.49874 3.12846 0.230
H 1.12956 8.04115 1.67323 0.230
H 2.88847 7.96930 1.66730 0.229
H 1.94574 6.45053 4.95326 0.229
H 1.83855 3.75470 4.66601 0.238
H 2.66552 0.45916 -1.14370 0.225
H 1.40719 1.63736 -1.61175 0.266
H 2.11827 -2.52524 0.88498 0.229
H 2.75145 -0.93299 0.53218 0.224
H 3.98739 -1.90053 -1.21052 0.210
H 2.46067 -2.33429 -1.98670 0.214
H 3.83078 -4.32834 -1.67826 0.165
H 3.99370 -4.00205 0.06201 0.170
H 1.53170 -4.53710 -1.21019 0.502
H 0.31260 -3.28964 0.20457 0.265
H -1.72132 -1.30541 -1.90781 0.440
H -1.27958 -3.29054 -4.04596 0.235
H -0.89736 -0.38245 -3.94923 0.215
H -0.50383 -1.44477 -5.30267 0.217
H -2.68176 -1.18736 -6.26339 0.196
H -2.49224 0.41230 -5.53510 0.214
H -3.67569 -0.31641 -3.51702 0.197
H -4.65297 -0.98598 -4.83189 0.214
H -3.76324 -2.69160 -2.95591 0.216
H -3.54846 -3.14185 -4.65129 0.209
H -2.67654 -3.36421 -0.40883 0.219
H -4.62481 -2.71506 0.96832 0.230
H -2.18850 0.05114 3.11477 0.232
H -0.24029 -0.59168 1.75407 0.231
```

Values from the calculation:
* highest occupied orbital energy: -8.337 eV
* LUMO level: 0.60 eV
* orbital gap: 0.328 hartree
* total charge: 0
* 2S+1: 1

=====

C24H29N3O2 in the gas phase, computed with ωB97M-V/def2-TZVPD.

XYZ file:
```
58
Properties=species:S:1:pos:R:3:nbo_charge:R:1
C 4.31300 -0.41085 -2.21872 -0.594
C 4.69376 0.48540 -1.03895 -0.416
C 3.47607 0.87165 -0.24891 -0.020
C 2.63951 1.89118 -0.68905 -0.214
C 1.49889 2.22648 0.01227 -0.245
C 1.16834 1.54758 1.18366 0.205
N -0.01386 1.92787 1.83572 -0.635
C -0.57879 1.38592 2.94106 0.688
O -0.05868 0.52628 3.62381 -0.628
C -1.97236 1.90186 3.33342 -0.299
C -2.90900 0.68397 3.33451 -0.413
C -2.94461 0.06190 1.92903 -0.210
N -2.71440 1.08084 0.92832 -0.445
C -1.92008 0.98043 -0.15659 0.707
O -1.71333 1.94171 -0.88201 -0.660
C -1.28101 -0.37866 -0.43198 -0.146
C -0.45305 -0.32025 -1.71924 -0.437
C -0.00983 -1.69043 -2.14907 -0.014
C 0.98787 -1.81953 -3.10827 -0.192
C 1.41567 -3.06426 -3.52669 -0.214
C 0.84290 -4.20528 -2.98824 -0.216
C -0.15655 -4.08786 -2.04168 -0.194
C -0.59192 -2.83827 -1.61837 -0.055
C -1.67883 -2.72971 -0.57517 -0.237
N -2.29889 -1.41874 -0.48883 -0.616
C -3.30801 2.36297 1.24957 -0.237
C -2.61374 2.99378 2.47193 -0.422
C 1.99867 0.52750 1.63355 -0.257
C 3.13315 0.19788 0.91472 -0.203
H 3.79186 -1.29949 -1.86870 0.212
H 5.20128 -0.71959 -2.76525 0.207
H 3.65608 0.12335 -2.90098 0.199
H 5.18939 1.38298 -1.41622 0.206
H 5.39645 -0.04610 -0.39453 0.206
H 2.88335 2.42946 -1.59392 0.212
H 0.84673 3.00544 -0.35632 0.221
H -0.54102 2.61781 1.31965 0.412
H -1.86532 2.26364 4.36158 0.242
H -2.54695 -0.05687 4.04613 0.243
H -3.90449 1.00245 3.64730 0.203
H -3.91235 -0.41957 1.74716 0.204
H -2.17591 -0.70246 1.84634 0.223
H -0.61074 -0.61934 0.40520 0.217
H 0.41479 0.32517 -1.57150 0.238
H -1.06020 0.13552 -2.50902 0.227
H 1.42837 -0.92599 -3.52576 0.209
H 2.19513 -3.14619 -4.26983 0.212
H 1.17228 -5.18258 -3.30888 0.211
H -0.61130 -4.97366 -1.62048 0.205
H -2.46124 -3.46886 -0.76604 0.210
H -1.24757 -2.95275 0.41043 0.198
H -2.87596 -1.26215 -1.31144 0.357
H -4.36919 2.20013 1.45892 0.195
H -3.22015 3.00183 0.36943 0.252
H -1.88198 3.74601 2.17222 0.204
H -3.36335 3.51276 3.07244 0.223
H 1.75446 -0.00160 2.53909 0.255
H 3.76667 -0.60068 1.27317 0.211
```

Values from the calculation:
* highest occupied orbital energy: -8.236 eV
* LUMO level: 0.75 eV
* orbital gap: 0.330 hartree
* total charge: 0
* 2S+1: 1

=====

C24H29N3O2 in the gas phase, computed with ωB97M-V/def2-TZVPD.

XYZ file:
```
58
Properties=species:S:1:pos:R:3:nbo_charge:R:1
O -3.99621 -0.88164 -2.01169 -0.728
C -3.64415 -1.94625 -1.16638 -0.054
C -2.39507 -1.70302 -0.28840 -0.052
C -2.76757 -0.92647 0.99511 -0.447
C -3.66934 0.30404 0.84073 -0.080
O -3.23138 1.25289 -0.11332 -0.547
C -2.16652 2.06181 0.16347 0.388
C -1.72714 2.85001 -0.90115 -0.276
C -0.67016 3.72023 -0.73594 -0.192
C -0.03478 3.82259 0.49113 -0.244
C -0.46518 3.03965 1.54513 -0.181
C -1.52354 2.15919 1.39179 -0.334
C -1.79716 -3.06367 0.13537 -0.389
C -0.28322 -2.97541 0.39987 -0.225
N 0.06733 -1.62904 0.79939 -0.449
C 1.32671 -1.50129 1.51644 -0.225
C 2.53673 -1.83530 0.70051 -0.183
C 3.04496 -3.11750 0.42423 -0.045
N 4.04183 -3.06844 -0.43644 -0.261
N 4.18209 -1.78404 -0.74699 -0.338
C 3.30637 -0.98584 -0.08536 0.166
C 3.28662 0.46025 -0.26941 -0.003
C 3.21985 1.31900 0.82507 -0.214
C 3.20906 2.68799 0.63816 -0.203
C 3.26069 3.21838 -0.63996 -0.215
C 3.32925 2.37234 -1.73363 -0.191
C 3.34729 1.00250 -1.55179 -0.236
C -0.04355 -0.71798 -0.32532 -0.229
C -1.32096 -0.99311 -1.12502 -0.422
H -3.92026 -0.05089 -1.52504 0.478
H -3.46341 -2.78735 -1.84204 0.178
H -4.49118 -2.21877 -0.51530 0.151
H -3.30954 -1.60427 1.65982 0.212
H -1.83767 -0.65236 1.49005 0.243
H -4.66386 0.00796 0.49295 0.194
H -3.79655 0.78025 1.82137 0.183
H -2.23589 2.76304 -1.84889 0.223
H -0.34046 4.32292 -1.56885 0.215
H 0.78669 4.50885 0.62262 0.212
H 0.02472 3.10800 2.50553 0.212
H -1.83303 1.56190 2.23461 0.221
H -1.96596 -3.80101 -0.65073 0.206
H -2.30737 -3.42114 1.03033 0.201
H -0.01305 -3.66006 1.20638 0.200
H 0.27443 -3.28579 -0.49979 0.169
H 1.27601 -2.16168 2.38741 0.206
H 1.38227 -0.46611 1.86438 0.206
H 2.72535 -4.05724 0.82886 0.206
H 4.91096 -1.49235 -1.37891 0.408
H 3.20374 0.90819 1.82351 0.216
H 3.16804 3.34361 1.49545 0.214
H 3.25302 4.28837 -0.78483 0.214
H 3.37009 2.78104 -2.73254 0.215
H 3.39002 0.34489 -2.40892 0.213
H -0.04319 0.30266 0.07155 0.202
H 0.82076 -0.80124 -1.00649 0.176
H -1.09475 -1.64597 -1.97095 0.206
H -1.69272 -0.05734 -1.53715 0.227
```

Values from the calculation:
* highest occupied orbital energy: -8.210 eV
* LUMO level: 0.68 eV
* orbital gap: 0.327 hartree
* total charge: 0
* 2S+1: 1

=====

A molecular structure, C24H29N3O2S, computed with ωB97M-V/def2-TZVPD.

XYZ file:
```
59
Properties=species:S:1:pos:R:3:nbo_charge:R:1
C -0.76816 3.32812 2.10126 -0.617
H -1.08289 4.44100 2.03803 0.213
H -0.72081 3.07731 0.89390 0.223
H -1.53526 2.85861 2.61034 0.222
C 0.49546 3.38677 2.73336 -0.224
N 0.95272 1.79756 2.82082 -0.353
C 0.67898 0.82582 3.90628 0.103
C 1.22422 -0.22235 3.27697 -0.278
C 1.71718 -0.12809 2.00135 -0.289
C 1.46829 1.12501 1.63571 0.060
C 2.19124 1.77449 0.42428 0.645
O 2.75018 2.97813 0.55078 -0.631
N 1.54804 1.41827 -0.74170 -0.445
C 0.95429 0.05402 -1.05382 -0.219
H 0.45141 -0.11015 -0.10604 0.244
C 1.72757 -1.08161 -1.55312 -0.348
C 0.76982 -2.28580 -1.83260 0.696
O 1.20220 -3.37317 -1.28453 -0.610
N -0.06023 -2.12814 -2.87502 -0.587
H -0.35746 -1.33704 -2.98418 0.366
C -1.04352 -3.10395 -2.92165 -0.230
H -0.44238 -4.28157 -2.59322 0.214
H -1.27111 -3.27277 -4.01020 0.207
C -2.25396 -3.20325 -1.94422 -0.344
C -2.74501 -1.49784 -2.36275 -0.074
C -2.69474 -0.67728 -1.40078 -0.210
C -3.36327 0.64882 -1.45803 -0.188
C -3.84268 0.86724 -2.74313 -0.059
C -4.23152 -0.22084 -3.42283 -0.185
C -3.76240 -1.47366 -3.33004 -0.207
H -3.81242 -2.17396 -4.12131 0.225
H -4.82455 0.18611 -4.41439 0.191
C -4.53649 2.21164 -2.88886 -0.636
H -5.68920 2.32567 -2.44032 0.235
H -4.04216 3.02200 -2.24750 0.220
H -4.39989 2.41336 -4.01409 0.219
H -2.97916 1.54160 -0.88244 0.222
H -2.09373 -1.11745 -0.36140 0.209
H -1.95364 -3.19279 -0.99154 0.196
H -2.86737 -3.92020 -2.20600 0.203
H 2.43050 -1.39787 -0.97106 0.229
C 2.44815 -0.66113 -2.79930 -0.396
C 3.15820 0.81601 -2.55387 -0.332
C 2.17149 1.86500 -1.85420 -0.233
H 2.96954 2.79711 -1.62148 0.273
H 1.34038 2.15550 -2.73990 0.186
H 3.41100 1.20445 -3.60253 0.204
H 3.80422 0.52953 -2.06108 0.141
H 3.07188 -1.14149 -3.50482 0.240
H 1.66975 -0.24632 -3.57965 0.173
H 0.11609 0.44269 -1.74920 0.211
H 2.11584 -0.97307 1.34180 0.236
S 0.91273 -1.48474 4.32419 0.404
C 0.16284 -0.38122 5.59025 -0.317
C 0.12208 0.82968 5.00142 -0.312
H -0.08157 1.58875 5.54166 0.219
H -0.08606 -0.49834 6.58548 0.224
H 1.43416 3.72967 2.25343 0.261
H 0.72545 3.49694 3.71408 0.213
```

Values from the calculation:
* highest occupied orbital energy: -7.998 eV
* LUMO level: 0.15 eV
* orbital gap: 0.299 hartree
* total charge: 0
* 2S+1: 1